No. 1
8
Properties=species:S:1:pos:R:3:forces:R:3:mulliken_charge:R:1 method="wB97M-V/def2-TZVPD" e_above_lowest_kcal_mol=162.82 gap_ev="7.9 / 8.9"
C -2.0454 -0.0984 -0.0226 2.289 -0.112 1.102 -0.502
C -0.9017 -0.0249 0.3448 1.885 -0.949 -0.863 0.231
N 1.3295 -0.5633 -0.0602 -2.617 -0.767 0.030 -0.192
N 0.3727 -0.0728 0.6802 -0.231 1.635 2.082 -0.442
H -2.9375 0.0404 -0.4341 -3.240 0.340 -1.200 0.471
H 1.1360 -0.8235 -0.9639 -0.471 -0.708 -2.531 0.197
H 2.2429 -0.4588 0.1869 2.489 0.555 1.247 0.227
H 0.8036 2.0015 0.2689 -0.106 0.006 0.133 0.011

No. 2
8
Properties=species:S:1:pos:R:3:forces:R:3:mulliken_charge:R:1 method="wB97M-V/def2-TZVPD" e_above_lowest_kcal_mol=155.22 gap_ev="9.2 / 9.2"
C -0.8098 0.9746 -0.1259 0.117 -1.911 0.570 -0.381
C -1.3807 -0.0716 0.6900 3.028 -0.355 -1.505 0.245
N -1.0455 -1.1651 -0.0619 -0.303 -0.025 -0.183 -0.403
N -1.1803 -0.0772 -0.9058 0.650 0.244 -0.338 0.018
H -1.0129 1.9789 -0.2633 -0.684 1.729 -0.511 0.267
H 1.4620 0.0145 -0.4374 0.738 -1.549 1.374 -0.109
H -2.2846 -0.1080 1.1368 -2.847 0.350 1.913 0.256
H 1.7224 -0.5864 0.0549 -0.698 1.517 -1.321 0.106

No. 3
8
Properties=species:S:1:pos:R:3:forces:R:3:mulliken_charge:R:1 method="wB97M-V/def2-TZVPD" e_above_lowest_kcal_mol=37.95 gap_ev=10.4
C 0.7187 1.1292 0.2484 0.641 -1.604 -0.595 -0.278
C -0.4108 -0.9301 0.2813 -2.352 -2.200 1.316 0.077
N -1.0147 -1.2298 -0.7763 -0.854 1.043 -1.925 -0.513
N 0.6343 -0.1236 0.3554 2.683 1.374 1.210 -0.375
H 1.7269 1.5331 0.1789 -0.286 0.407 0.238 0.261
H -0.1609 1.6786 0.0390 -0.834 1.168 0.043 0.297
H -0.7636 -1.5336 1.1697 1.069 0.874 -0.478 0.300
H -0.7298 -0.5236 -1.4964 -0.066 -1.061 0.192 0.232

No. 4
8
Properties=species:S:1:pos:R:3:forces:R:3:mulliken_charge:R:1 method="wB97M-V/def2-TZVPD" e_above_lowest_kcal_mol=91.80 gap_ev="8.7 / 8.2"
C 1.4405 -0.2253 -0.0149 -0.212 0.826 1.114 0.363
C 0.0384 -0.1961 -0.2895 -0.425 -3.189 1.825 -0.464
N 2.5442 -0.0167 0.2137 0.610 -0.313 -0.015 -0.338
N -0.7413 0.8515 0.0878 -0.808 1.113 -1.529 -0.419
H -0.0426 -0.6574 -1.2385 -1.052 -0.035 -1.035 0.306
H -0.7163 -1.7164 0.7843 1.322 1.701 -1.536 0.029
H -1.0313 0.8998 1.0404 0.084 0.133 0.374 0.284
H -1.4916 1.0606 -0.5832 0.481 -0.235 0.803 0.239

No. 5
9
Properties=species:S:1:pos:R:3:forces:R:3:mulliken_charge:R:1 method="wB97M-V/def2-TZVPD" e_above_lowest_kcal_mol=16.45 gap_ev=10.7 smiles="NCN=C=O"
C 0.4841 -0.4259 0.0270 -0.526 -2.856 1.575 -0.238
C 2.9986 0.0400 0.0239 1.136 0.296 -0.487 0.432
N 1.8311 0.1034 -0.0334 -2.537 0.651 0.196 -0.171
N -0.6906 0.5006 -0.0274 1.716 -0.531 -1.111 -0.545
O 4.1657 0.1137 -0.0266 0.509 -0.240 0.306 -0.480
H 0.4922 -1.2810 -0.7752 -0.668 1.960 1.096 0.279
H 0.4196 -1.0674 1.0462 -0.122 1.657 -2.181 0.243
H -1.0371 0.8594 0.8442 0.418 -0.299 0.540 0.245
H -0.5244 1.3190 -0.6207 0.075 -0.638 0.068 0.236

No. 6
9
Properties=species:S:1:pos:R:3:forces:R:3:mulliken_charge:R:1 method="wB97M-V/def2-TZVPD" e_above_lowest_kcal_mol=70.77 gap_ev=9.8
C -0.5273 -0.0541 1.0760 0.031 -0.464 2.966 0.067
N -0.1384 0.5248 -1.0443 1.076 -0.731 0.090 -0.462
C 0.9840 0.3378 -0.0838 0.655 0.897 -3.528 0.107
N -1.0477 -0.9841 1.5732 -0.477 0.159 -0.823 -0.222
O 1.7432 -0.6216 -0.1818 -1.270 0.626 0.705 -0.523
H -0.3826 1.4573 -1.3463 0.204 -0.241 -0.014 0.214
H -0.2810 -0.2567 -1.6717 0.193 0.406 -0.125 0.204
H -1.6899 -1.7389 1.4369 -0.030 -0.190 0.151 0.280
H 1.3397 1.3355 0.2418 -0.382 -0.462 0.578 0.335

No. 7
9
Properties=species:S:1:pos:R:3:forces:R:3:mulliken_charge:R:1 method="wB97M-V/def2-TZVPD" e_above_lowest_kcal_mol=154.37 gap_ev="7.6 / 9.6"
C -1.4035 -1.5799 -0.8399 1.900 7.181 -1.006 -0.016
C 1.0827 0.4036 0.6173 3.066 1.808 -1.260 -0.485
N -1.6992 -2.6371 -0.6544 -1.530 -5.621 0.961 -0.283
N -0.6638 0.8114 -0.8023 1.400 -1.722 1.566 -0.277
O -0.2273 0.8644 0.4839 -1.855 1.178 -1.825 -0.025
H 1.8918 0.9777 -0.0165 -2.015 -1.101 0.581 0.240
H 1.1179 -0.6219 0.4444 -0.019 -1.889 -0.810 0.281
H 1.4908 0.5316 1.5967 -0.724 0.434 1.038 0.281
H -1.5894 1.2503 -0.8292 -0.221 -0.267 0.756 0.284

No. 8
9
Properties=species:S:1:pos:R:3:forces:R:3:mulliken_charge:R:1 method="wB97M-V/def2-TZVPD" e_above_lowest_kcal_mol=11.82 gap_ev=10.6 smiles="[H]/N=C/NC=O"
C -1.3236 0.0694 -0.2175 -1.595 0.149 -2.665 0.055
C 1.0102 0.1092 0.2296 2.225 0.001 1.080 0.077
H -2.1250 0.6245 -1.9161 1.982 -1.338 1.013 0.242
H -2.3046 0.1386 0.2586 0.207 0.112 0.248 0.337
H -0.4100 -0.6178 1.5761 0.061 0.587 -1.551 0.280
H 0.9979 0.7960 -0.6807 0.265 -0.996 0.945 0.306
N -1.2060 0.1930 -1.5170 -1.537 1.171 1.626 -0.632
N -0.2845 -0.2141 0.6166 1.101 -0.561 1.056 -0.126
O 2.0196 -0.2331 0.8741 -2.709 0.876 -1.752 -0.537

No. 9
9
Properties=species:S:1:pos:R:3:forces:R:3:mulliken_charge:R:1 method="wB97M-V/def2-TZVPD" e_above_lowest_kcal_mol=21.59 gap_ev=10.9 smiles="[H]/N=C(O)/C=N/[H]"
C 0.8493 0.5263 0.0183 0.146 0.970 0.003 -0.050
C -0.4559 -0.1645 0.0118 -0.823 -0.808 -0.010 0.470
N 1.9154 -0.1326 -0.0039 0.433 -0.398 -0.042 -0.511
N -0.5294 -1.4161 0.0044 0.145 -0.571 -0.032 -0.546
O -1.4947 0.7117 0.0050 -0.015 0.469 -0.025 -0.473
H 0.7514 1.6205 0.0315 0.250 -0.108 -0.003 0.354
H 2.7721 0.4224 -0.0163 -0.358 0.232 0.047 0.260
H -1.4684 -1.8104 -0.0177 -0.027 0.242 0.033 0.208
H -2.3398 0.2427 -0.0331 0.248 -0.028 0.028 0.287

No. 10
9
Properties=species:S:1:pos:R:3:forces:R:3:mulliken_charge:R:1 method="wB97M-V/def2-TZVPD" e_above_lowest_kcal_mol=18.04 gap_ev=10.1 smiles="[H]/N=C/NC=O"
N -0.2449 -0.8001 1.1709 0.293 0.185 0.600 -0.580
C 0.3923 0.2460 0.8202 -0.016 -0.529 0.223 -0.017
N 0.0650 0.7928 -0.4108 -0.006 -0.362 -0.109 -0.141
C -0.5770 -0.1819 -1.2448 0.130 0.600 0.121 -0.027
O -0.8087 -0.0090 -2.4148 0.081 -0.265 0.784 -0.515
H 0.1228 -1.3182 1.9471 0.234 0.331 0.638 0.208
H 1.2149 0.7045 1.3743 -0.062 0.045 -0.122 0.345
H 0.5942 1.5800 -0.7743 -0.313 -0.338 -0.025 0.248
H -0.7587 -1.0140 -0.4676 -0.342 0.334 -2.112 0.479

No. 11
10
Properties=species:S:1:pos:R:3:forces:R:3:mulliken_charge:R:1 method="wB97M-V/def2-TZVPD" e_above_lowest_kcal_mol=164.04 gap_ev=8.9
C -0.5409 0.5637 -0.0378 -4.362 -2.511 -0.513 0.166
C 0.8132 0.7478 -0.1787 4.881 1.238 1.796 -0.174
H -2.4760 0.0129 -0.0867 -3.202 5.088 -0.159 0.340
H -1.1737 1.5582 0.2671 1.045 -2.742 -0.727 0.179
H 0.9760 1.8849 -0.0367 1.074 -2.090 -0.451 0.207
H 2.3833 -1.6818 0.3544 -2.476 -0.810 -1.431 0.422
N -0.9822 -0.6883 -0.2298 1.351 2.188 0.881 -0.211
N 1.8340 -0.1090 0.0192 -3.002 3.486 -1.604 -0.370
O -2.3225 -0.8506 0.0322 1.523 -3.930 0.086 -0.249
O 1.4888 -1.4377 -0.1032 3.169 0.084 2.122 -0.309

No. 12
10
Properties=species:S:1:pos:R:3:forces:R:3:mulliken_charge:R:1 method="wB97M-V/def2-TZVPD" e_above_lowest_kcal_mol=166.21 gap_ev=9.4
C 0.0963 0.3962 -0.8640 0.595 0.190 -1.856 -0.279
C -0.9771 -0.0003 0.0893 -1.622 -1.703 1.195 -0.362
N -0.2106 -0.1718 1.2989 -2.787 -3.476 -0.686 -0.197
N 1.2013 -0.2266 -0.5890 -0.466 -0.009 1.040 0.533
O 2.3423 -0.4001 -0.9264 -0.784 0.176 -0.305 -0.579
O 0.7138 -1.0307 0.9106 1.998 0.768 -0.881 -0.331
H -0.0412 1.1005 -1.7383 0.542 -1.137 1.223 0.409
H -1.7677 0.6891 0.3542 -0.181 0.517 -0.779 0.351
H -1.4569 -1.0475 -0.0953 0.795 1.882 -0.194 0.213
H 0.0999 0.6913 1.5599 1.910 2.794 1.243 0.240

No. 13
10
Properties=species:S:1:pos:R:3:forces:R:3:mulliken_charge:R:1 method="wB97M-V/def2-TZVPD" e_above_lowest_kcal_mol=83.65 gap_ev=10.1 smiles="[H]/N=C/N(O)C=O"
C -0.7082 -0.6937 -0.1017 -3.079 -1.998 -0.624 0.019
C 0.5362 1.3704 -0.0491 0.684 1.909 0.298 0.033
H 1.8826 -0.8431 0.8629 -0.238 -0.002 -1.050 0.363
H -0.4788 -1.7224 -0.4832 -0.215 0.731 0.294 0.318
H -2.6133 -0.9506 -0.2009 1.003 0.524 0.573 0.253
H 1.6341 1.6370 -0.0739 -0.758 0.064 -0.121 0.339
N 0.4449 0.0087 0.0145 -1.233 1.185 0.501 0.144
N -1.9019 -0.2601 0.1320 1.185 -0.700 -0.728 -0.548
O 1.5780 -0.7178 -0.0710 1.664 -0.635 0.998 -0.428
O -0.3735 2.1717 -0.0296 0.987 -1.078 -0.142 -0.493

No. 14
10
Properties=species:S:1:pos:R:3:forces:R:3:mulliken_charge:R:1 method="wB97M-V/def2-TZVPD" e_above_lowest_kcal_mol=18.90 gap_ev=11.1 smiles="NC(=O)NC=O"
N -0.4067 0.8429 1.6055 -0.097 0.003 -0.106 -0.354
C 0.2850 0.0171 0.7766 -0.013 -0.055 -0.207 0.552
O 1.2435 -0.6430 1.1286 -0.513 0.300 -0.394 -0.581
N -0.1813 -0.0130 -0.5669 0.108 -0.184 -0.339 -0.168
C 0.3701 -0.7347 -1.5801 -0.008 -0.197 -0.656 0.060
O -0.2047 -0.5938 -2.6473 0.756 -0.695 -0.363 -0.591
H -0.1747 0.8301 2.5883 -0.007 -0.055 -0.300 0.241
H -1.2610 1.2810 1.3113 0.026 -0.004 0.028 0.204
H -0.9136 0.3798 -1.2067 -0.251 0.853 2.219 0.265
H 1.2435 -1.3663 -1.4093 -0.001 0.034 0.118 0.371

No. 15
10
Properties=species:S:1:pos:R:3:forces:R:3:mulliken_charge:R:1 method="wB97M-V/def2-TZVPD" e_above_lowest_kcal_mol=21.80 gap_ev=11.1 smiles="NC(=O)NC=O"
N 1.8160 0.0779 -0.0787 -0.042 -0.119 0.018 -0.455
C 0.5764 -0.2729 0.4212 -0.096 -0.058 0.061 0.561
O 0.3910 -1.1370 1.2529 0.155 0.287 -0.336 -0.569
N -0.4619 0.5314 -0.0411 0.032 -0.122 -0.053 -0.226
C -1.8035 0.0259 -0.0028 -0.342 -0.282 -0.210 0.025
O -2.1646 -0.9252 -0.6333 0.219 0.383 0.395 -0.418
H 2.5503 -0.5607 0.1842 -0.053 0.005 0.037 0.252
H 1.8683 0.3968 -1.0337 -0.035 0.011 0.085 0.230
H -0.2826 1.2638 -0.7143 0.040 -0.045 0.166 0.240
H -2.4892 0.6000 0.6457 0.123 -0.060 -0.163 0.361

No. 16
10
Properties=species:S:1:pos:R:3:forces:R:3:mulliken_charge:R:1 method="wB97M-V/def2-TZVPD" e_above_lowest_kcal_mol=146.28 gap_ev=9.8
C -1.2136 0.9190 0.0012 -1.105 4.829 1.580 0.118
C 2.0218 -0.3384 -0.0647 -3.617 -3.752 2.297 -0.277
H -1.0383 -1.1722 -0.0050 4.254 -1.304 0.565 0.440
H -1.5340 1.9940 0.3785 1.019 -2.111 -1.257 0.255
H 2.6521 0.4732 -0.3816 -0.144 0.293 -0.125 0.314
H 2.3853 -1.3694 0.3614 -0.008 2.254 -1.278 0.235
N -2.2105 0.1450 0.0362 0.551 0.531 -0.060 -0.212
N 0.7017 -0.3790 0.0972 4.005 1.461 -0.921 -0.421
O -1.9205 -1.1588 -0.1846 -3.757 -1.081 -0.958 -0.311
O 0.1559 0.8866 -0.2386 -1.198 -1.119 0.157 -0.140

No. 17
10
Properties=species:S:1:pos:R:3:forces:R:3:mulliken_charge:R:1 method="wB97M-V/def2-TZVPD" e_above_lowest_kcal_mol=6.05 gap_ev=11.0 smiles="NC(=O)NC=O"
N 1.7925 0.0482 -0.1469 0.140 0.020 0.084 -0.448
C 0.5844 -0.3823 0.3401 -0.032 -0.167 0.185 0.523
O 0.4539 -1.1552 1.2633 -0.028 0.345 -0.210 -0.545
N -0.4924 0.1314 -0.3963 -0.190 0.035 -0.492 -0.177
C -1.8024 0.1169 0.0445 -0.267 0.014 0.053 0.078
O -2.7538 0.3010 -0.6770 0.498 -0.012 0.178 -0.523
H 2.5840 -0.2595 0.3969 -0.037 0.030 -0.031 0.254
H 1.8570 0.9842 -0.5195 -0.052 -0.169 -0.007 0.241
H -0.3588 0.2987 -1.3903 -0.043 0.038 0.307 0.285
H -1.8801 -0.0309 1.1306 0.010 -0.134 -0.068 0.311

No. 18
10
Properties=species:S:1:pos:R:3:forces:R:3:mulliken_charge:R:1 method="wB97M-V/def2-TZVPD" e_above_lowest_kcal_mol=164.46 gap_ev="7.9 / 7.9"
C -1.5162 -0.2757 -0.0591 -3.570 -0.962 1.336 -0.994
C -0.4191 0.6057 0.0538 3.590 -2.072 -0.932 -0.119
N 0.8024 0.1594 0.0101 1.237 -1.591 1.282 0.166
N 2.6887 0.8502 0.0519 2.170 -3.060 -0.957 0.283
O 1.2430 -1.0019 0.1381 -2.241 -0.191 -0.749 -0.587
O 3.1659 -0.1974 -0.0905 -1.970 4.677 0.892 -0.074
H -1.2116 -1.2699 -0.1161 0.963 -1.690 -0.264 0.330
H -2.0795 -0.2928 0.9088 -0.060 0.295 -0.702 0.250
H -2.2493 -0.1766 -0.8808 0.460 0.687 0.340 0.282
H -0.4244 1.5992 -0.0162 -0.579 3.908 -0.248 0.463

No. 19
10
Properties=species:S:1:pos:R:3:forces:R:3:mulliken_charge:R:1 method="wB97M-V/def2-TZVPD" multiplicity=2 e_above_lowest_kcal_mol=4.48 total_charge=+1 s_squared=0.762 gap_ev="11.4 / 6.6"
O -1.1323 -1.4687 0.2148 -0.146 -0.614 0.454 -0.452
C -0.3433 -1.1611 1.0507 0.044 1.365 -1.295 0.142
N 0.4883 0.0083 0.8421 1.138 0.275 -1.439 -0.149
C 0.4478 0.8098 -0.2905 -2.184 -1.144 1.135 0.604
N -0.4202 0.5889 -1.2724 0.003 0.398 -0.717 -0.232
O 1.0862 1.8973 -0.3928 0.807 0.202 0.166 -0.195
H -0.1325 -1.5948 2.0160 -0.114 -0.469 0.402 0.387
H 1.4141 -0.0627 1.2427 0.072 0.402 0.527 0.300
H -0.7016 -0.3641 -1.4950 -0.115 0.060 0.201 0.297
H -0.7065 1.3471 -1.9157 0.495 -0.475 0.566 0.299

No. 20
10
Properties=species:S:1:pos:R:3:forces:R:3:mulliken_charge:R:1 method="wB97M-V/def2-TZVPD" multiplicity=2 e_above_lowest_kcal_mol=94.66 total_charge=+1 s_squared=0.786 gap_ev="10.7 / 7.3"
O -1.0869 1.0529 1.2386 1.095 -1.078 -2.460 -0.391
C -0.1682 1.4678 0.2983 -4.424 -2.181 5.173 0.209
N 0.5176 0.8144 -0.5046 1.295 -2.267 -1.993 -0.246
C 0.5177 -1.2464 -0.8417 3.225 -6.431 2.362 0.652
N -0.2232 -1.3507 0.3014 -0.449 4.359 -7.567 -0.411
O 1.3533 -1.7785 -1.5765 -5.147 4.319 2.986 -0.258
H 0.1091 2.4246 0.5402 0.385 2.926 0.156 0.407
H 0.3823 0.6095 -1.4738 0.313 1.027 -1.041 0.331
H -1.4606 0.0577 1.1591 1.696 2.651 -0.397 0.464
H 0.0589 -2.0513 0.8591 2.012 -3.323 2.781 0.243